Entry 1:
Molecular formula: C38H46INNiO2
Method: DFT, ωB97M-V with the def2-TZVPD basis set

```
! RIJCOSX wB97M-V def2-TZVPD def2/J DEFGRID3
* xyz 0 3
Ni -1.2573 0.1011 1.9432
C -0.7036 2.6351 -4.9409
C -1.3576 1.3003 -4.5551
C -2.6953 1.1571 -5.2947
C -0.4377 0.1636 -4.9990
C -1.5962 1.2829 -3.0480
C -1.0192 0.3729 -2.2146
C -1.2806 0.4279 -0.8219
N -0.7348 -0.3678 0.1001
C 0.6396 -0.7001 0.1209
C 1.3082 -1.5158 -0.7584
C 2.6887 -1.6905 -0.6278
C 3.3190 -0.9908 0.3862
C 2.6700 -0.1512 1.3094
C 1.2833 -0.0374 1.1869
O 0.5047 0.6969 2.0103
C 3.5601 0.5974 2.3217
C 2.8363 1.6286 3.1981
C 4.2460 -0.4208 3.2460
C 4.6418 1.3695 1.5487
C 3.4277 -2.6072 -1.6026
C 2.8536 -4.0275 -1.5092
C 4.9257 -2.6744 -1.3100
C 3.2359 -2.0829 -3.0330
C -2.0597 1.5108 -0.2574
O -2.0013 1.6607 1.0271
C -2.7328 2.4083 -1.1392
C -2.4613 2.2652 -2.4786
C -3.6290 3.5555 -0.6520
C -2.7678 4.8164 -0.4949
C -4.3097 3.2540 0.6899
C -4.7484 3.8348 -1.6666
H -0.5174 2.6659 -6.0176
H 0.2492 2.7625 -4.4226
H -1.3409 3.4843 -4.6864
H -2.5263 1.1411 -6.3744
H -3.3733 1.9847 -5.0779
H -3.1965 0.2281 -5.0132
H -0.3004 0.2113 -6.0813
H -0.8604 -0.8148 -4.7584
H 0.5489 0.2358 -4.5347
H -0.3664 -0.4042 -2.5828
H 0.7448 -2.0295 -1.5289
H 4.3917 -1.0915 0.4831
H 2.1173 1.1792 3.8799
H 2.3003 2.3646 2.5991
H 3.5896 2.1512 3.7945
H 3.5067 -1.0102 3.7939
H 4.8765 0.0965 3.9747
H 4.8764 -1.1154 2.6868
H 4.1845 2.1074 0.8856
H 5.2696 0.7155 0.9426
H 5.2915 1.8979 2.2517
H 2.9694 -4.4243 -0.4980
H 3.3724 -4.6949 -2.2031
H 1.7903 -4.0471 -1.7569
H 5.1235 -3.0478 -0.3024
H 5.4026 -1.6966 -1.4142
H 5.4039 -3.3554 -2.0179
H 2.1820 -2.0871 -3.3219
H 3.7803 -2.7080 -3.7463
H 3.6045 -1.0582 -3.1206
H -2.9275 2.9629 -3.1626
H -1.9657 4.6477 0.2270
H -3.3776 5.6522 -0.1405
H -2.3145 5.1005 -1.4474
H -3.5996 3.1759 1.5077
H -4.8782 2.3200 0.6476
H -5.0135 4.0606 0.9099
H -4.3774 4.2188 -2.6175
H -5.4227 4.5913 -1.2593
H -5.3297 2.9315 -1.8665
I -3.6825 -0.7652 1.8627
C -3.2180 -2.1920 3.2972
C -4.1856 -3.0327 3.7498
C -3.8504 -3.9782 4.7445
C -2.5777 -4.0214 5.2281
C -1.5727 -3.1384 4.7551
C -0.2571 -3.2071 5.2712
C 0.6986 -2.3640 4.8009
C 0.3933 -1.4118 3.7993
C -0.8578 -1.2902 3.2641
C -1.8765 -2.1786 3.7507
H -5.1945 -2.9817 3.3616
H -4.6081 -4.6558 5.1156
H -2.3081 -4.7384 5.9944
H -0.0336 -3.9363 6.0415
H 1.7093 -2.4098 5.1894
H 1.1855 -0.7735 3.4587
*
```

Properties
Orbital gap (alpha / beta): 5.61 / 6.29 eV
Maximum force: 0.5 eV/Å
⟨S²⟩: 2.158

Entry 2:
Molecular formula: C38H46N2O8
Method: DFT, ωB97M-V with the def2-TZVPD basis set

```
! RIJCOSX wB97M-V def2-TZVPD def2/J DEFGRID3
* xyz 0 1
C 6.2483 -3.6289 -0.1039
O 6.7847 -2.3335 0.2441
C 5.9323 -1.2758 0.2544
C 4.5817 -1.3167 -0.0999
C 3.7040 -0.3726 0.4274
C 2.2165 -0.5785 0.2859
C 1.5780 -1.1276 1.5720
C 2.1320 -2.4757 2.0378
O 3.2986 -2.7328 2.3380
N 1.0854 -3.3472 2.0994
C 1.2817 -4.7104 2.5337
C -0.2163 -2.8048 1.7160
C -0.7455 -3.5497 0.4832
C -1.2081 -2.9350 2.8826
N 0.1467 -1.4125 1.4166
C -0.7079 -0.4249 1.0726
C -2.0697 -0.5627 0.8341
C -2.9246 0.5269 0.6522
C -4.3672 0.3757 0.7127
C -5.2120 1.4410 1.1047
C -6.5965 1.3292 1.0389
C -7.1904 0.1094 0.6879
C -6.3746 -0.9925 0.4098
C -4.9880 -0.8627 0.4168
C 4.1919 0.7245 1.1389
C 5.5659 0.8617 1.3750
O 6.1574 1.7936 2.1670
C 5.3569 2.8815 2.6721
C 6.4539 -0.0978 0.8357
O 7.7951 0.0050 1.0612
C 8.3162 -0.5038 2.3303
H 7.0964 -4.3080 -0.0004
H 5.4381 -3.9156 0.5841
H 5.8812 -3.6319 -1.1409
H 4.1897 -2.1550 -0.6847
H 1.7130 0.3716 0.0450
H 2.0084 -1.2951 -0.5290
H 1.7329 -0.3892 2.3844
H 2.3440 -4.8660 2.7348
H 0.7099 -4.9144 3.4457
H 0.9495 -5.4130 1.7621
H 0.0433 -3.6120 -0.2801
H -1.0343 -4.5666 0.7821
H -1.6197 -3.0530 0.0538
H -0.7046 -2.6692 3.8221
H -2.0702 -2.2786 2.7438
H -1.5641 -3.9728 2.9406
H -0.2707 0.5727 1.0062
H -2.4856 -1.5723 0.8646
H -2.5019 1.5233 0.8088
H -4.7414 2.3668 1.4409
H -7.2199 2.1899 1.2777
H -8.2779 0.0167 0.6580
H -6.8161 -1.9638 0.1839
H -4.3602 -1.7174 0.1617
H 3.4875 1.4602 1.5428
H 6.0728 3.5269 3.1831
H 4.8664 3.4301 1.8542
H 4.5999 2.5153 3.3807
H 9.3914 -0.3328 2.2609
H 7.8794 0.0634 3.1597
H 8.0895 -1.5724 2.4180
C -2.1662 -0.6850 -5.4223
C -3.1433 -0.3384 -4.3387
O -2.4239 0.4586 -3.3707
C -3.2299 0.9316 -2.4038
C -2.6647 1.9469 -1.4972
C -1.1975 2.1228 -1.4161
O -0.5895 2.3782 -0.3694
O -0.5253 2.0096 -2.5789
C 0.9063 2.2399 -2.4748
C 1.4738 1.9735 -3.8390
C -3.4892 3.0627 -1.1576
C -3.0321 4.0363 -0.2211
C -3.8681 5.0630 0.2165
C -5.1724 5.1792 -0.2803
C -5.6259 4.2654 -1.2401
C -4.8023 3.2386 -1.6864
O -4.3889 0.5196 -2.3177
H -2.7094 -1.1183 -6.2641
H -1.6203 0.1923 -5.7857
H -1.4518 -1.4324 -5.0670
H -3.9773 0.2498 -4.7457
H -3.5283 -1.2380 -3.8372
H 1.0843 3.2784 -2.1615
H 1.3256 1.5440 -1.7361
H 2.5556 2.1219 -3.8249
H 1.2820 0.9393 -4.1453
H 1.0540 2.6525 -4.5886
H -2.0155 3.9364 0.1580
H -3.4877 5.7766 0.9504
H -5.8320 5.9751 0.0737
H -6.6333 4.3428 -1.6538
H -5.1599 2.5371 -2.4363
*
```

Properties
Orbital gap: 5.46 eV
Maximum force: 2.0 eV/Å

Entry 3:
Molecular formula: C38H46N4O2Tl
Method: DFT, ωB97M-V with the def2-TZVPD basis set

```
! RIJCOSX wB97M-V def2-TZVPD def2/J DEFGRID3
* xyz -1 1
Tl -1.3343 -1.4445 0.5662
C 0.8563 -2.1414 -2.8910
C 1.8288 -1.3270 -2.0343
C 2.9239 -0.6992 -2.8967
C 2.3870 -2.1837 -0.9129
C 3.3189 -3.1726 -1.2017
C 3.7986 -4.0236 -0.2172
C 3.3383 -3.8802 1.0811
C 2.4155 -2.8942 1.4135
C 1.9508 -2.7438 2.8477
C 3.1214 -2.5929 3.8190
C 1.0444 -3.9064 3.2546
C 1.9246 -2.0334 0.4120
N 0.9443 -1.0828 0.7341
C 1.2420 0.2499 0.6632
C 0.2476 1.2017 0.6083
N -1.0809 0.8463 0.6540
C -2.0183 1.7651 0.1505
C -2.9409 2.3919 1.0153
C -3.8595 3.2951 0.4875
C -3.8898 3.6003 -0.8638
C -2.9948 2.9708 -1.7125
C -2.0692 2.0507 -1.2330
C -1.1454 1.3585 -2.2212
C -1.9360 0.6190 -3.3030
C -0.1545 2.3345 -2.8600
C -2.9790 2.1569 2.5182
C -1.6613 2.4635 3.2345
C -3.4906 0.7631 2.8886
C 0.8708 2.5376 0.5635
C 0.4360 3.8359 0.5033
C 1.4022 4.8835 0.4509
C 2.7517 4.6517 0.4607
C 3.2310 3.3100 0.5300
C 4.5915 2.8823 0.5596
C 4.8782 1.5459 0.6373
C 3.8670 0.5407 0.6859
C 2.5536 0.9275 0.6515
C 2.2750 2.3176 0.5791
H 0.4380 -1.5289 -3.6926
H 0.0216 -2.5256 -2.2994
H 1.3630 -2.9969 -3.3463
H 1.2739 -0.5083 -1.5783
H 3.4974 -1.4563 -3.4380
H 3.6146 -0.1183 -2.2831
H 2.4810 -0.0293 -3.6375
H 3.6682 -3.2913 -2.2217
H 4.5216 -4.7924 -0.4622
H 3.7114 -4.5434 1.8547
H 1.3590 -1.8287 2.8840
H 3.7444 -3.4909 3.8433
H 2.7560 -2.4162 4.8336
H 3.7550 -1.7513 3.5336
H 1.5786 -4.8591 3.1937
H 0.1751 -3.9670 2.5964
H 0.6880 -3.7825 4.2807
H -4.5577 3.7815 1.1614
H -4.6050 4.3166 -1.2498
H -3.0188 3.1944 -2.7735
H -0.5687 0.6191 -1.6639
H -2.5532 1.3102 -3.8831
H -2.5854 -0.1506 -2.8851
H -1.2548 0.1218 -3.9970
H -0.6801 3.0986 -3.4407
H 0.5141 1.7995 -3.5399
H 0.4529 2.8374 -2.1076
H -3.7180 2.8716 2.8978
H -0.8926 1.7382 2.9745
H -1.8159 2.4342 4.3171
H -1.2897 3.4554 2.9707
H -2.7671 0.0013 2.6038
H -4.4359 0.5426 2.3875
H -3.6487 0.6914 3.9684
H -0.6178 4.0856 0.4771
H 1.0440 5.9054 0.3971
H 3.4527 5.4775 0.4179
H 5.3905 3.6143 0.5230
H 5.9150 1.2299 0.6603
H 4.1548 -0.5022 0.7384
C -5.0877 -0.6142 -1.2669
O -4.8702 -1.9576 -0.8276
C -3.9806 -2.6523 -1.5695
O -3.5505 -2.2981 -2.6346
N -3.6677 -3.8172 -0.8991
N -2.5387 -4.5008 -1.3786
H -5.8518 -0.2103 -0.6088
H -5.4225 -0.5942 -2.3027
H -4.1748 -0.0242 -1.1705
H -3.7194 -3.6852 0.1028
H -2.6435 -5.4772 -1.1438
H -1.6990 -4.1298 -0.9388
*
```

Properties
Orbital gap: 5.28 eV
Maximum force: 0.2 eV/Å

Entry 4:
Molecular formula: C38H46N6SSn
Method: DFT, ωB97M-V with the def2-TZVPD basis set

```
! RIJCOSX wB97M-V def2-TZVPD def2/J DEFGRID3
* xyz 2 1
Sn -0.1178 0.0911 0.2850
N -1.8729 2.1498 3.8460
C -1.1964 1.4395 2.9512
S -2.1036 0.8206 1.5925
N 0.1014 1.2867 3.1682
N 0.7547 0.5611 2.2582
C 1.9602 0.1935 2.4543
C 2.5792 -0.6044 1.4043
C 3.9239 -0.9173 1.4377
C 4.4549 -1.7200 0.4358
C 3.6081 -2.2008 -0.5478
C 2.2726 -1.8466 -0.5218
N 1.7523 -1.0588 0.4282
H -2.8708 2.2539 3.7840
H -1.3979 2.4736 4.6754
H 2.4800 0.4448 3.3719
H 4.5370 -0.5378 2.2439
H 5.5070 -1.9717 0.4327
H 3.9631 -2.8527 -1.3336
H 1.5901 -2.2310 -1.2623
C -0.9891 -2.6828 2.3996
C -1.8744 -3.4459 1.4128
C -3.2480 -2.7908 1.2482
C -1.1842 -3.7877 0.1018
C -0.8855 -5.1318 -0.0950
C -0.3457 -5.5923 -1.2819
C -0.0871 -4.7040 -2.3040
C -0.3295 -3.3379 -2.1652
C 0.0273 -2.4442 -3.3420
C 1.4629 -2.6853 -3.8309
C -0.9499 -2.6604 -4.5028
C -0.8776 -2.8964 -0.9455
N -1.1886 -1.4857 -0.7542
C -2.0956 -0.9798 -1.5527
C -2.5018 0.4031 -1.6925
C -3.8609 0.5835 -2.0786
C -4.3703 1.8206 -2.3448
C -3.5052 2.9269 -2.3162
C -2.1792 2.7930 -2.0063
C -1.6336 1.5397 -1.6533
N -0.3156 1.5136 -1.2101
C 0.6511 2.4098 -1.8078
C 1.3121 3.3148 -0.9657
C 2.1541 4.2672 -1.5272
C 2.3280 4.3436 -2.8987
C 1.6820 3.4312 -3.7180
C 0.8560 2.4391 -3.2007
C 0.2995 1.4203 -4.1790
C 1.4491 0.7119 -4.9011
C -0.6523 2.0407 -5.2040
C 1.0674 3.3583 0.5314
C 2.3530 3.2326 1.3456
C 0.2801 4.6124 0.9293
H -1.4125 -2.7450 3.4031
H -0.9531 -1.6130 2.1763
H 0.0278 -3.0780 2.4343
H -2.0606 -4.4182 1.8722
H -3.1808 -1.7487 0.9505
H -3.7818 -2.8154 2.1992
H -3.8543 -3.3249 0.5149
H -1.1214 -5.8378 0.6913
H -0.1469 -6.6473 -1.4148
H 0.3157 -5.0773 -3.2365
H -0.0314 -1.3977 -3.0335
H 1.6263 -3.7271 -4.1053
H 2.2055 -2.4158 -3.0788
H 1.6645 -2.0875 -4.7165
H -0.8638 -3.6763 -4.8913
H -0.7306 -1.9717 -5.3196
H -1.9916 -2.5181 -4.2100
H -2.6092 -1.7066 -2.1803
H -4.4938 -0.2930 -2.1484
H -5.4142 1.9463 -2.5936
H -3.8902 3.9125 -2.5460
H -1.5363 3.6630 -1.9945
H 2.6486 4.9850 -0.8857
H 2.9614 5.1081 -3.3278
H 1.8386 3.4798 -4.7878
H -0.2510 0.6638 -3.6216
H 1.9876 1.4009 -5.5523
H 1.0633 -0.0886 -5.5318
H 2.1681 0.2915 -4.1951
H -0.1409 2.8010 -5.7964
H -1.5162 2.5091 -4.7334
H -1.0141 1.2765 -5.8939
H 0.4137 2.5237 0.7922
H 3.0071 4.0897 1.1822
H 2.9212 2.3386 1.0729
H 2.1251 3.2010 2.4128
H 0.8351 5.5145 0.6680
H 0.1017 4.6266 2.0058
H -0.6827 4.6488 0.4168
*
```

Properties
Orbital gap: 6.16 eV
Maximum force: 1.4 eV/Å

Entry 5:
Molecular formula: C38H47BBrHfN7O6
Method: DFT, ωB97M-V with the def2-TZVPD basis set

```
! RIJCOSX wB97M-V def2-TZVPD def2/J DEFGRID3
* xyz 0 1
Hf -0.0611 -0.8158 0.9020
C 1.0143 4.7220 1.1089
C 0.6754 3.4618 1.8220
C 0.8836 3.2135 3.1532
C 0.5238 1.8816 3.3646
N 0.1328 1.3290 2.2075
N 0.1719 2.3480 1.2658
B -0.1297 1.8680 -0.1764
N 1.1998 1.3985 -0.7926
N 1.6962 0.2512 -0.2470
C 2.8619 -0.0002 -0.8700
C 3.0911 0.9931 -1.8226
C 2.0181 1.8634 -1.7370
C 1.7427 3.0861 -2.5457
C 3.7731 -1.1746 -0.5820
C 4.8912 -1.2098 -1.6291
C 4.4219 -1.0132 0.7992
C 3.0003 -2.4950 -0.6789
N -1.0942 2.5007 -1.1950
N -1.6698 1.4508 -1.8630
C -2.3707 1.9438 -2.8538
C -2.2640 3.3499 -2.8670
C -1.4466 3.6695 -1.8107
C -1.0900 5.0652 -1.4262
C -3.0879 1.0187 -3.8062
C -4.3299 1.7054 -4.3764
C -3.4969 -0.2594 -3.0731
C -2.1256 0.6667 -4.9500
C 0.6141 1.2728 4.7479
C 2.0860 1.2783 5.1862
C 0.0970 -0.1469 4.8258
C -0.2121 2.1451 5.7056
H 1.6754 5.3100 1.7430
H 0.1350 5.3221 0.8961
H 1.5389 4.5220 0.1751
H 1.2620 3.9139 3.8778
H -0.7720 0.8646 0.0521
H 3.9254 1.0814 -2.4949
H 2.5084 3.1869 -3.3122
H 1.7626 3.9904 -1.9374
H 0.7656 3.0276 -3.0284
H 5.5058 -0.3089 -1.5903
H 4.4935 -1.3187 -2.6401
H 5.5406 -2.0627 -1.4270
H 5.0157 -0.0970 0.8293
H 5.0868 -1.8574 0.9947
H 3.6781 -0.9798 1.5891
H 2.4980 -2.5785 -1.6461
H 2.2670 -2.6009 0.1165
H 3.6968 -3.3309 -0.5845
H -2.7319 4.0562 -3.5328
H -1.4484 5.7286 -2.2120
H -0.0197 5.2248 -1.3293
H -1.5765 5.3707 -0.4983
H -5.0204 1.9884 -3.5800
H -4.8522 1.0300 -5.0573
H -4.0672 2.6049 -4.9370
H -4.2080 -0.0418 -2.2746
H -2.6314 -0.7331 -2.6112
H -3.9595 -0.9587 -3.7746
H -1.8243 1.5628 -5.4972
H -2.5988 -0.0234 -5.6523
H -1.2230 0.1939 -4.5551
H 2.6903 0.6652 4.5149
H 2.1732 0.8696 6.1952
H 2.4990 2.2873 5.1911
H 0.7233 -0.7901 4.2192
H -0.9400 -0.2173 4.4979
H 0.1549 -0.5016 5.8568
H 0.1571 3.1695 5.7455
H -0.1617 1.7292 6.7141
H -1.2589 2.1738 5.3980
O -4.1563 -1.0870 1.8773
C -2.9550 -1.1757 1.8644
O -2.1281 -0.5717 1.0507
C -2.2177 -2.0986 2.8164
C -2.7838 -2.9668 3.7317
C -1.9324 -3.8069 4.4418
C -0.5587 -3.7711 4.2155
C -0.0837 -2.8623 3.2928
N -0.9058 -2.0486 2.6459
C 1.3651 -2.6454 2.8981
O 2.2608 -3.2875 3.3838
O 1.4880 -1.6864 2.0135
H -3.8572 -2.9797 3.8557
H -2.3407 -4.5029 5.1630
H 0.1355 -4.4206 4.7293
Br -1.4507 -3.3582 -6.1244
C -1.2136 -3.9782 -4.3522
C -1.3252 -5.3340 -4.0816
C -1.1547 -5.7885 -2.7813
C -0.8813 -4.8947 -1.7593
C -0.7764 -3.5403 -2.0495
C -0.9353 -3.0699 -3.3491
C -0.4872 -2.5731 -0.9717
O -0.3422 -2.9428 0.2361
O -0.3650 -1.3366 -1.2199
H -1.5439 -6.0265 -4.8826
H -1.2393 -6.8462 -2.5711
H -0.7485 -5.2288 -0.7396
H -0.8426 -2.0123 -3.5537
*
```

Properties
Orbital gap: 8.21 eV
Maximum force: 0.4 eV/Å